Entry 1:
ORCA calculation (ωB97M-V/def2-TZVPD) on a molecular structure, C29H37MgN10S.

Atoms and positions in Å:
Mg (1.265, -0.710, 1.510)
N (-0.656, -0.125, 4.274)
C (0.640, -0.239, 4.603)
N (0.955, -0.252, 5.891)
C (2.252, -0.361, 6.165)
N (2.621, -0.368, 7.447)
N (3.242, -0.460, 5.244)
C (2.820, -0.457, 4.008)
N (1.545, -0.352, 3.588)
C (3.861, -0.610, 2.939)
C (5.204, -0.474, 3.228)
C (6.122, -0.658, 2.206)
C (5.668, -0.988, 0.940)
C (4.307, -1.101, 0.733)
N (3.410, -0.907, 1.706)
H (-1.283, 0.112, 5.025)
H (-0.867, 0.212, 3.341)
H (1.923, -0.308, 8.166)
H (3.591, -0.482, 7.682)
H (5.502, -0.233, 4.238)
H (7.181, -0.550, 2.398)
H (6.353, -1.156, 0.121)
H (3.912, -1.359, -0.241)
C (3.049, 1.652, -3.485)
C (3.138, 1.928, -2.128)
C (2.541, 1.077, -1.209)
C (1.843, -0.041, -1.644)
C (1.759, -0.327, -3.003)
C (2.362, 0.522, -3.917)
N (1.255, -0.883, -0.633)
N (0.441, -1.718, -1.063)
C (-0.175, -2.572, -0.097)
C (-0.928, -3.602, -0.660)
C (-1.594, -4.477, 0.180)
C (-1.500, -4.296, 1.557)
C (-0.737, -3.255, 2.089)
C (-0.045, -2.344, 1.285)
H (3.524, 2.308, -4.204)
H (3.667, 2.809, -1.785)
H (2.598, 1.295, -0.150)
H (1.233, -1.215, -3.324)
H (2.303, 0.296, -4.975)
H (-0.968, -3.712, -1.739)
H (-2.177, -5.294, -0.227)
H (-2.023, -4.977, 2.219)
H (-0.694, -3.157, 3.170)
C (-4.729, -0.688, -3.432)
C (-5.278, -0.686, -2.005)
C (-4.374, 0.027, -1.002)
C (-3.035, -0.683, -0.824)
N (-2.168, -0.069, 0.181)
C (-1.321, 0.944, -0.005)
S (-0.314, 1.473, 1.305)
N (-1.289, 1.506, -1.211)
C (-0.449, 2.636, -1.624)
C (-1.240, 3.919, -1.876)
C (-1.850, 4.028, -3.274)
C (-2.914, 2.976, -3.588)
H (-5.458, -1.101, -4.129)
H (-3.822, -1.289, -3.524)
H (-4.499, 0.329, -3.761)
H (-5.444, -1.715, -1.673)
H (-6.253, -0.196, -1.997)
H (-4.866, 0.076, -0.027)
H (-4.213, 1.061, -1.324)
H (-2.481, -0.748, -1.764)
H (-3.202, -1.708, -0.499)
H (-2.187, -0.449, 1.112)
H (-1.938, 1.158, -1.898)
H (0.099, 2.345, -2.523)
H (0.273, 2.788, -0.831)
H (-0.556, 4.759, -1.733)
H (-2.016, 4.013, -1.110)
H (-1.047, 3.961, -4.016)
H (-2.289, 5.022, -3.382)
H (-2.475, 1.984, -3.750)
H (-3.455, 3.224, -4.502)
H (-3.649, 2.906, -2.780)

Computed properties:
HOMO: -10.880 eV
Charge: +1
Energy relative to the best compared isomer or geometry (same formula, charge and spin): 0.00 kJ/mol
Frontier orbital gap: 7.9 eV

---

Entry 2:
ORCA calculation (ωB97M-V/def2-TZVPD) on 2 unconnected molecules or ions with the total composition C4H9NO2S.

Atoms and positions in Å:
C (1.487, 0.716, 1.204)
C (0.567, 1.011, 0.008)
C (-0.395, -0.109, -0.371)
O (-1.559, 0.215, -1.148)
S (0.604, -1.493, -1.130)
H (1.842, -0.290, 1.284)
H (2.425, 1.279, 1.042)
H (1.227, 1.217, 2.152)
H (0.109, 1.928, 0.375)
H (1.278, 1.267, -0.811)
H (-0.754, -0.563, 0.634)
H (-1.524, 0.886, -1.807)
H (-0.163, -2.567, -0.763)
N (-3.484, -2.188, -0.353)
C (-4.108, -1.529, 0.399)
O (-4.849, -1.238, 1.226)
H (-2.731, -1.971, -0.941)

Computed properties:
HOMO: -9.641 eV
SMILES string: CC[C@@H](O)S.N=C=O
Charge: 0
Energy relative to the best compared isomer or geometry (same formula, charge and spin): 168.46 kJ/mol
Frontier orbital gap: 10.2 eV

---

energy relative to the best compared isomer or geometry (same formula, charge and spin) of number 1 (C29H37MgN10S)? 0.00 kJ/mol

---

What is the frontier orbital gap in the second record? 10.2 eV

---

Number 1 is which compound? C29H37MgN10S

---

Copy entry 2 word for word.
ORCA calculation (ωB97M-V/def2-TZVPD) on 2 unconnected molecules or ions with the total composition C4H9NO2S.

Atoms and positions in Å:
C (1.487, 0.716, 1.204)
C (0.567, 1.011, 0.008)
C (-0.395, -0.109, -0.371)
O (-1.559, 0.215, -1.148)
S (0.604, -1.493, -1.130)
H (1.842, -0.290, 1.284)
H (2.425, 1.279, 1.042)
H (1.227, 1.217, 2.152)
H (0.109, 1.928, 0.375)
H (1.278, 1.267, -0.811)
H (-0.754, -0.563, 0.634)
H (-1.524, 0.886, -1.807)
H (-0.163, -2.567, -0.763)
N (-3.484, -2.188, -0.353)
C (-4.108, -1.529, 0.399)
O (-4.849, -1.238, 1.226)
H (-2.731, -1.971, -0.941)

Computed properties:
HOMO: -9.641 eV
SMILES string: CC[C@@H](O)S.N=C=O
Charge: 0
Energy relative to the best compared isomer or geometry (same formula, charge and spin): 168.46 kJ/mol
Frontier orbital gap: 10.2 eV